1.
Formula: C4H3NO2
Source: the Open Molecules 2025 dataset
Level of theory: ωB97M-V/def2-TZVPD

```
10
Properties=species:S:1:pos:R:3:forces:R:3
C 1.1955 1.6128 -0.6283 5.0427 1.0126 3.3042
C 0.9781 0.4940 0.0194 -0.3321 -0.4493 1.8435
C -0.7340 -1.1577 0.3781 -2.2752 0.3154 -2.3351
C -2.1079 -1.6090 -0.0152 -7.6491 -0.4772 0.0353
H 0.7216 2.1673 -1.3349 -2.0101 0.7576 -1.9230
H 2.1458 2.2164 -0.2319 -1.8740 -1.6451 -1.0688
H 1.6580 0.0973 0.9171 -2.0138 0.5740 -2.3457
N -3.3021 -1.8879 -0.0006 7.5960 1.5673 -0.3212
O -0.3263 -0.0543 -0.2371 0.8230 -0.4371 0.3580
O -0.2289 -1.8788 1.1334 2.6927 -1.2181 2.4527
```
Forces are in eV/Å.

ΔE to the lowest compared entry with this formula, charge and spin, kcal/mol: 67.8
SMILES: C=COC(=O)C#N
Orbital gap, hartree: 0.39238



2.
Formula: C4H3NO2
Source: the Open Molecules 2025 dataset
Level of theory: ωB97M-V/def2-TZVPD

```
10
Properties=species:S:1:pos:R:3:forces:R:3
C 0.0627 0.5345 0.2978 0.1407 1.2832 -0.6377
C -0.1273 -0.5183 1.1659 0.5783 0.7550 -3.9340
C -0.0437 -0.6927 -1.6419 0.4485 -0.5108 1.4777
C -0.0671 -1.9380 -0.9476 -1.4354 -1.6536 3.2443
N 0.0703 0.4392 -1.0863 -0.0886 0.7159 1.9690
O -0.2275 -3.0820 -1.1530 0.5815 0.2763 -1.2296
O -0.1689 -1.7670 0.6918 0.2703 1.7948 -0.9480
H 0.1042 1.6238 0.5354 -0.0561 -1.3338 0.7582
H -0.3088 -0.2094 2.1415 -0.2676 -0.6826 2.0982
H -0.2200 -0.6556 -2.6452 -0.1715 -0.6445 -2.7982
```
Forces are in eV/Å.

ΔE to the lowest compared entry with this formula, charge and spin, kcal/mol: 52.1
SMILES: O=c1cncco1
Orbital gap (alpha / beta), hartree: 0.31496 / 0.31499



3.
Formula: C4H3NO2
Source: the Open Molecules 2025 dataset
Level of theory: ωB97M-V/def2-TZVPD

```
10
Properties=species:S:1:pos:R:3:forces:R:3
C -1.5636 0.2852 0.0499 2.7804 -0.4858 0.2546
C 0.0360 -0.9007 -0.1931 3.1260 -3.9638 -0.0713
C 1.4240 0.6885 -0.0235 -0.5738 -1.0245 -0.2909
C 0.0902 0.4053 -0.3647 -0.6950 4.5440 2.6342
H -2.0630 0.6803 0.9606 1.3380 -0.7295 0.0890
H -2.1874 0.6509 -0.7047 -0.8181 -0.3686 -1.7835
H 2.1490 1.3959 0.2404 -0.0484 2.0497 -0.1115
N 1.2280 -1.4862 -0.0874 -1.4713 -2.6046 0.7426
O -1.2386 -1.2481 0.0419 -1.3216 1.7946 -0.2484
O 2.1251 -0.4711 0.0807 -2.3163 0.7886 -1.2148
```
Forces are in eV/Å.

ΔE to the lowest compared entry with this formula, charge and spin, kcal/mol: 134.7
Orbital gap, hartree: 0.36598



4.
Formula: C4H3NO2
Source: the Open Molecules 2025 dataset
Level of theory: ωB97M-V/def2-TZVPD

```
10
Properties=species:S:1:pos:R:3:forces:R:3
C 1.5067 -0.3179 0.1986 3.3548 -1.8790 -4.4582
C 0.5559 0.8667 0.1995 1.4996 0.7479 -1.4403
C -0.8168 0.7880 -0.0375 1.7509 3.7535 0.5258
C -1.3594 -0.4823 -0.1155 -0.7142 -4.0249 1.3461
H 1.2426 1.7910 -0.0076 -1.8952 -1.3792 0.9570
H -1.5164 1.7658 -0.1372 2.0051 -2.4822 0.1357
H -2.4308 -0.8012 -0.0127 0.8697 1.0848 -0.6361
N -0.6961 -1.6095 0.0034 1.3595 0.1916 -0.0847
O 2.7803 -0.3285 -0.1847 -7.8720 0.1008 3.2461
O 0.7340 -1.6721 0.0937 -0.3581 3.8866 0.4086
```
Forces are in eV/Å.

ΔE to the lowest compared entry with this formula, charge and spin, kcal/mol: 102.9
SMILES: O=c1cccno1
Orbital gap, hartree: 0.32233



5.
Formula: C4H3NO2
Source: the Open Molecules 2025 dataset
Level of theory: ωB97M-V/def2-TZVPD

```
10
Properties=species:S:1:pos:R:3:forces:R:3
C 0.0808 0.9735 0.7150 -0.7427 -0.4380 -0.0319
C 1.0413 0.2311 0.1870 -0.4920 1.0418 0.2221
C -1.3019 0.8507 0.0788 0.6287 2.5102 -1.3237
C -1.1631 -0.4779 -0.3152 -0.2558 -4.6022 0.6953
N 1.3857 -0.8267 -0.4896 -0.2211 -0.2310 0.5872
O -1.9599 1.7790 -0.3728 -0.3208 -0.6539 0.7742
O -1.1135 -1.6464 -0.0491 -0.5424 2.6168 -0.8218
H -0.0152 1.7095 1.4905 1.0159 0.2004 0.4168
H 2.3102 -0.9858 -0.8191 0.5454 0.0345 -0.1920
H 0.7356 -1.6071 -0.4256 0.3848 -0.4787 -0.3262
```
Forces are in eV/Å.

ΔE to the lowest compared entry with this formula, charge and spin, kcal/mol: 119.3
Orbital gap (alpha / beta), hartree: 0.26317 / 0.28885



6.
Formula: C4H3NO2
Source: the Open Molecules 2025 dataset
Level of theory: ωB97M-V/def2-TZVPD

```
10
Properties=species:S:1:pos:R:3:forces:R:3
C -0.0432 -0.2890 -1.3412 -0.4127 0.0296 1.2680
C -0.3801 -1.3930 -0.5312 -0.1663 -1.5035 -1.3829
C 0.1679 0.8082 -0.5083 -0.4212 -1.8518 1.1125
C -0.1281 -0.9099 0.7119 0.1077 0.0132 2.5854
N 0.0409 0.4163 0.7985 -0.6796 -0.4756 -1.5646
O -0.1999 1.1589 2.9928 -0.0495 -0.3630 -0.7520
O 0.5793 1.1276 1.9345 0.2828 -0.0591 -0.0419
H 0.1028 -0.1507 -2.3721 -0.1156 -0.4125 -1.2673
H -0.6577 -2.4512 -0.8127 0.4033 1.6506 0.3932
H 0.5182 1.6828 -0.8723 1.0511 2.9723 -0.3504
```
Forces are in eV/Å.

ΔE to the lowest compared entry with this formula, charge and spin, kcal/mol: 261.7
Orbital gap (alpha / beta), hartree: 0.18376 / 0.17641



7.
Formula: C4H3NO2
Source: the Open Molecules 2025 dataset
Level of theory: ωB97M-V/def2-TZVPD

```
10
Properties=species:S:1:pos:R:3:forces:R:3
C -1.1307 0.9638 0.0032 -0.9667 0.1991 0.7203
C 1.4460 -1.1751 0.2079 0.3109 -1.0441 -0.1516
C -0.2387 1.5529 -0.6975 0.2271 3.4166 -3.8816
C -1.3414 0.0870 0.9276 3.3134 -0.5201 -0.6694
N 1.4626 -0.5540 -0.8156 0.4183 0.4871 -0.1213
O 1.5330 -1.7817 1.1970 -0.0243 0.2427 0.3493
O 0.0785 2.2898 -1.5811 0.6014 -1.5566 1.8683
H -2.2776 -0.1692 1.1683 -3.3341 -1.0192 1.3722
H -0.4809 -0.4909 1.2436 -0.3789 -0.1169 0.7644
H 0.9493 -0.7226 -1.6535 -0.1671 -0.0885 -0.2506
```
Forces are in eV/Å.

ΔE to the lowest compared entry with this formula, charge and spin, kcal/mol: 76.0
SMILES: C=C=C=O.N=C=O
Orbital gap, hartree: 0.30965



8.
Formula: C4H3NO2
Source: the Open Molecules 2025 dataset
Level of theory: ωB97M-V/def2-TZVPD

```
10
Properties=species:S:1:pos:R:3:forces:R:3
C -2.2854 0.0086 -0.5640 -1.9905 -1.0168 0.3264
C -1.3011 -0.2198 0.1009 -2.4400 1.3068 -2.1455
C -0.0641 -0.1678 0.7508 2.3156 -1.0794 1.2448
C 1.6399 0.5293 -0.3874 2.0804 -1.0422 -2.5447
H -3.3653 -0.0433 -0.9190 2.3115 0.3540 0.4081
H -0.2133 -0.3053 1.8371 0.4400 0.4816 -0.3526
H 2.3816 1.1615 -0.9277 -1.0442 -0.1408 0.7286
N 1.7148 -0.7499 -0.6246 -0.5880 2.7479 1.5328
O 0.7091 1.0499 0.4210 -0.2924 -1.5583 0.3922
O 0.7840 -1.2631 0.3128 -0.7925 -0.0528 0.4097
```
Forces are in eV/Å.

ΔE to the lowest compared entry with this formula, charge and spin, kcal/mol: 112.4
SMILES: C#C[C@@H]1OC=NO1
Orbital gap, hartree: 0.38022